Molecular formula: C4H5ClN2S
Method: DFT, the ωB97M-V functional and the def2-TZVPD basis

The geometry in XYZ format:
```
13
Properties=species:S:1:pos:R:3:forces:R:3
C -0.719067 -0.584222 0.006387 -2.147 -1.638 -1.612
C -1.156016 -0.611778 -1.366818 2.407 0.295 0.965
C 0.847359 1.204993 -0.239673 -1.291 -2.693 1.007
C 0.812490 0.054545 1.847997 0.518 2.355 -0.538
N -0.482330 0.156519 -2.179925 -2.182 -0.363 -1.779
N 0.301455 0.202371 0.405195 1.407 2.811 0.171
S 1.643756 2.445725 -0.624998 0.602 0.922 -0.333
Cl -2.291319 -1.929797 -1.873426 0.529 1.072 0.452
H -0.978982 -1.274702 0.762156 -0.583 -0.710 0.173
H 1.890330 -0.098623 1.670219 -0.434 -0.018 0.718
H 0.637250 1.071500 2.410653 0.296 -2.093 -1.119
H 0.355994 -0.776752 2.383901 -0.111 0.125 -0.487
H -0.860919 0.140222 -3.201669 0.989 -0.066 2.383
```
Positions in Å, forces in eV/Å.

**ΔE to the lowest compared entry with this formula, charge and spin**: 3.646 eV
**2S+1**: 1
**LUMO (alpha / beta)**: -0.526 / -0.526 eV
**E_HOMO (alpha / beta)**: -6.77 / -6.77 eV
**Largest force on an atom**: 0.0613 Eh/bohr
**Electronic energy**: -1123.178773 Ha

***

Molecular formula: C4H5ClO
Method: DFT, the ωB97M-V functional and the def2-TZVPD basis

The geometry in XYZ format:
```
11
Properties=species:S:1:pos:R:3:forces:R:3
C 1.401237 0.664033 0.422488 0.982 -0.412 0.011
C -1.127297 0.302991 0.131567 -0.449 -1.304 0.781
C -0.612502 -0.554939 -0.948522 -0.476 -1.248 0.805
C 0.221515 -0.259895 0.331899 0.886 0.331 -0.270
O 1.554986 1.835280 0.402885 -0.324 -1.640 -0.148
Cl 2.945685 -0.524689 0.757585 -0.995 1.120 -0.262
H -1.401501 1.273921 -0.060430 0.487 2.434 -0.730
H -1.803450 -0.012115 0.857798 -1.270 -1.210 0.878
H -0.999015 -1.591725 -1.074180 0.550 0.908 0.288
H -0.519210 -0.028254 -1.866855 0.829 0.270 -0.532
H 0.339554 -1.104609 1.045766 -0.222 0.751 -0.822
```
Positions in Å, forces in eV/Å.

**ΔE to the lowest compared entry with this formula, charge and spin**: 0.536 eV
**2S+1**: 1
**LUMO**: 0.632 eV
**E_HOMO**: -10.76 eV
**Largest force on an atom**: 0.0503 Eh/bohr
**Electronic energy**: -690.801378 Ha

***

Q: What is the 2S+1 in the second record?
A: 1